This record from the OMol25 dataset describes C6H10 in the gas phase. The level of theory is wB97M-V/def2-TZVPD.

```
16
Properties=species:S:1:pos:R:3:forces:R:3
C -0.5549 -1.6236 0.1965 0.043 0.073 -0.019
C -0.0613 -0.1890 0.0248 0.088 -0.037 -0.032
C -0.7803 0.8520 -0.8479 -0.028 0.128 -0.159
C -0.0121 1.8941 -0.0113 -0.534 0.055 0.173
C -0.1141 0.8713 1.1372 0.076 0.121 0.150
C 1.3940 0.0066 -0.4646 0.135 -0.163 -0.053
H -0.5151 -2.1779 -0.7505 0.041 0.165 0.108
H -1.5947 -1.6526 0.5475 0.209 0.122 -0.068
H 0.0513 -2.1790 0.9240 -0.027 0.174 -0.104
H -0.6445 0.8062 -1.9347 -0.038 0.213 0.183
H -1.8411 0.9902 -0.6073 0.023 -0.182 0.001
H 1.5527 1.1114 -0.5284 0.213 -0.355 -0.066
H 0.6515 0.8454 1.9215 -0.146 0.201 -0.129
H -1.1051 1.0126 1.5849 0.017 -0.185 -0.016
H 1.5691 -0.3734 -1.4754 0.007 -0.165 0.140
H 2.1455 -0.3578 0.2419 -0.079 -0.166 -0.111
```
Positions in Å, forces in eV/Å.

Calculated values
**Spin multiplicity**: 1
**Total energy**: -6379.5114 eV
**HOMO level**: -0.3029 Ha
**Gap between HOMO and LUMO**: 8.63 eV
**Max |F|**: 0.56 eV Å⁻¹
**Energy relative to the best compared isomer or geometry (same formula, charge and spin)**: 419.5 kJ/mol
**Charge**: 0



This record from the OMol25 dataset describes a gas-phase ion, C11H19BrNO (charge +1) at a distorted geometry. The level of theory is wB97M-V/def2-TZVPD.

```
33
Properties=species:S:1:pos:R:3:forces:R:3
C -2.6607 0.3722 -0.8223 2.699 1.247 1.369
C -0.5973 1.5340 -0.4976 -2.766 -1.487 -1.174
C 2.3741 1.4140 1.1621 0.048 -0.026 0.065
C 3.0302 0.0499 0.8910 0.152 0.079 -0.033
C 0.9327 1.0864 1.5432 0.015 0.076 0.005
C 1.8809 -0.9578 0.6796 0.024 -0.094 -0.061
C -0.5395 -0.7011 -1.4472 -0.538 -0.834 -0.264
C -1.9755 -0.9518 -0.9284 0.367 -0.185 -0.605
C 0.5876 -0.1508 0.7169 0.190 -0.166 1.000
C -0.2082 2.6623 -1.3345 -0.281 0.351 -0.357
C -2.8546 -2.8201 0.2855 -0.288 -0.238 -0.003
N 0.1997 0.3279 -0.6631 -0.053 0.016 0.266
O -1.9434 -1.7368 0.2436 0.301 0.677 -0.253
Br -3.8859 0.6162 0.4906 -0.194 0.300 -0.146
H 2.8839 1.9575 1.9533 0.015 0.105 -0.051
H 2.4083 2.0437 0.2705 0.001 0.064 -0.029
H 3.6926 0.0950 0.0277 0.063 -0.032 0.035
H 3.6360 -0.2514 1.7425 0.052 -0.045 -0.029
H 0.8528 0.8550 2.6040 -0.056 -0.088 0.022
H 0.2241 1.8953 1.3131 0.189 -0.087 0.423
H 1.9972 -1.5213 -0.2464 -0.042 -0.129 -0.021
H 1.8609 -1.6837 1.4911 -0.074 -0.049 -0.060
H 0.0184 -1.6377 -1.3946 0.043 0.094 -0.101
H -0.6017 -0.3590 -2.4814 0.090 0.037 0.084
H -2.4981 -1.4931 -1.7359 0.189 -0.091 0.043
H -0.2686 -0.7007 1.1065 0.103 0.108 -0.158
H -0.5876 2.4851 -2.3471 -0.041 0.103 -0.178
H 0.8758 2.7925 -1.4209 0.005 0.054 0.190
H -0.6727 3.5793 -0.9800 0.082 0.105 -0.035
H -2.6414 -3.5407 -0.5099 -0.003 0.026 0.033
H -3.8902 -2.4813 0.2027 0.029 0.010 0.013
H -2.7094 -3.2907 1.2548 -0.050 -0.044 -0.057
H 1.0797 0.5116 -1.1695 -0.270 0.140 0.065
```
Positions in Å, forces in eV/Å.

Calculated values
**Spin multiplicity**: 3
**Total energy**: -85281.9654 eV
**HOMO level (spin up / spin down)**: -0.4237 / -0.4671 Ha
**Gap between HOMO and LUMO (spin up / spin down)**: 7.69 / 7.42 eV
**⟨S²⟩**: 2.008
**Max |F|**: 3.35 eV Å⁻¹
**Energy relative to the best compared isomer or geometry (same formula, charge and spin)**: 31.7 kJ/mol
**Charge**: +1



This record from the OMol25 dataset describes a gas-phase ion, C7H8N5 (charge -1) at a distorted geometry. The level of theory is wB97M-V/def2-TZVPD.

```
20
Properties=species:S:1:pos:R:3:forces:R:3
H 1.4623 -1.2808 -3.3686 -0.119 -0.694 0.493
N 0.5099 -1.3636 -2.9973 0.272 0.519 -2.909
C 0.4431 -1.1057 -1.7557 -1.797 -0.241 -0.626
N 1.2987 -1.2989 -0.8274 0.149 2.107 5.512
C 0.7470 -0.7428 0.5777 2.398 -1.349 -3.463
N 1.5111 -0.2044 1.4603 -0.023 0.060 -0.500
C 0.9278 0.0502 2.6922 -1.964 0.261 -0.018
C 0.9811 1.2122 3.3656 3.198 0.440 -4.644
N -0.5321 -1.1323 0.7766 -0.601 -0.749 1.070
C -1.3818 -1.1593 -0.1646 0.439 1.764 -0.237
C -1.0396 -0.4440 -1.4360 -0.188 -0.975 -0.821
C -0.6459 1.0238 -1.4266 -3.434 0.747 0.428
N -1.2462 1.7939 -2.2743 0.843 -0.809 0.380
H -1.1066 2.8008 -2.1503 0.487 -0.391 0.329
H 0.1168 -0.6888 2.9726 1.203 0.421 0.245
H 0.6558 1.3747 4.2765 -2.199 0.257 4.339
H 1.5667 2.1147 2.9989 -0.475 -1.446 0.079
H -2.2429 -1.7772 0.0560 -0.497 0.150 -0.642
H -1.8038 -0.5595 -2.2837 1.491 -0.198 1.202
H -0.2214 1.3872 -0.4918 0.817 0.125 -0.217
```
Positions in Å, forces in eV/Å.

Calculated values
**Spin multiplicity**: 1
**Total energy**: -14836.5969 eV
**HOMO level (spin up / spin down)**: -0.1357 / -0.1358 Ha
**Gap between HOMO and LUMO (spin up / spin down)**: 7.43 / 7.43 eV
**Max |F|**: 5.90 eV Å⁻¹
**Energy relative to the best compared isomer or geometry (same formula, charge and spin)**: 183.2 kJ/mol
**Charge**: -1



This record from the OMol25 dataset describes a gas-phase ion, C3H11N4 (charge +1) at a distorted geometry. The level of theory is wB97M-V/def2-TZVPD.

```
18
Properties=species:S:1:pos:R:3:forces:R:3
C 0.6794 1.9926 -0.2103 -0.178 -3.687 0.424
N 0.4105 0.6226 0.4727 -0.997 2.159 -3.085
C 0.3124 0.7147 1.8792 1.480 -1.156 1.928
N -0.8000 0.1063 -0.1442 0.043 -4.071 -0.880
C -0.4511 -1.2705 -0.8795 -1.871 4.220 2.484
N 0.8203 -1.4315 -0.9555 -1.946 -0.038 1.154
N -1.4788 -2.0345 -1.2090 2.282 -0.734 0.127
H 1.6488 2.2721 0.0441 1.615 0.647 0.704
H 0.6991 1.6927 -1.2249 -0.218 0.450 -1.256
H -0.0356 2.7128 0.0316 -1.247 1.063 0.326
H 0.0815 1.6967 2.3162 0.407 -0.057 -0.420
H -0.5253 0.0921 2.1429 0.006 -0.518 0.839
H 1.3071 0.2636 2.2567 -1.774 0.956 0.176
H -1.5025 -0.2578 0.5470 0.831 1.030 -0.467
H 1.2447 -1.8261 -1.7005 1.718 -2.075 -2.618
H 1.2250 -0.6514 -0.4898 1.318 1.249 1.043
H -1.2901 -3.0050 -1.3789 -0.031 -0.293 -0.391
H -2.3456 -1.6895 -1.4978 -1.440 0.853 -0.089
```
Positions in Å, forces in eV/Å.

Calculated values
**Spin multiplicity**: 1
**Total energy**: -9241.5541 eV
**HOMO level**: -0.4959 Ha
**Gap between HOMO and LUMO**: 10.20 eV
**Max |F|**: 5.24 eV Å⁻¹
**Energy relative to the best compared isomer or geometry (same formula, charge and spin)**: 259.4 kJ/mol
**Charge**: +1



This record from the OMol25 dataset describes C2H5N5 in the gas phase at a distorted geometry. The level of theory is wB97M-V/def2-TZVPD.

```
12
Properties=species:S:1:pos:R:3:forces:R:3
N 1.8980 -0.3195 0.1271 2.503 -1.399 0.487
C 0.7686 0.3954 0.0116 -1.532 0.933 -0.484
N 0.7614 1.7491 -0.1314 -1.927 -0.395 -0.196
N -0.5044 2.1367 -0.2519 0.988 -0.301 0.115
N -1.2685 1.0313 -0.1823 0.612 -0.066 0.120
C -0.5155 -0.0977 -0.0022 -0.301 2.306 0.057
N -1.0438 -1.3386 0.1168 -0.440 -2.249 0.069
H 1.8852 -1.2897 -0.1629 -0.025 0.412 -0.087
H 2.7606 0.1567 -0.1157 -0.393 -0.129 0.057
H -2.2713 1.1239 -0.2670 0.266 -0.027 0.034
H -2.0217 -1.4762 0.3583 0.541 0.356 -0.052
H -0.4486 -2.0714 0.4996 -0.292 0.558 -0.121
```
Positions in Å, forces in eV/Å.

Calculated values
**Spin multiplicity**: 1
**Total energy**: -9604.4345 eV
**HOMO level**: -0.2692 Ha
**Gap between HOMO and LUMO**: 7.97 eV
**Max |F|**: 2.91 eV Å⁻¹
**Energy relative to the best compared isomer or geometry (same formula, charge and spin)**: 153.1 kJ/mol
**Charge**: 0



This record from the OMol25 dataset describes a molecular structure, C6H9NO at a distorted geometry. The level of theory is wB97M-V/def2-TZVPD.

```
17
Properties=species:S:1:pos:R:3:forces:R:3
C -0.8887 -0.4195 1.0698 -2.327 -0.959 -3.735
C -0.6813 -1.1230 -1.1246 0.058 -0.746 -1.455
C 1.7000 0.7404 -0.0643 -0.280 -3.210 1.975
C 0.5337 1.6321 0.0449 -0.345 1.868 3.109
C -0.7371 0.8290 0.1298 -0.744 -0.678 2.320
C -0.8947 0.1792 -1.1278 0.102 1.455 -4.614
H -1.8292 -0.5759 1.5965 -1.083 0.634 -0.904
H -0.3274 -0.3220 1.8680 3.879 -0.369 3.506
H -0.2438 -2.5406 0.7079 -1.788 3.995 -3.474
H -0.5336 -1.7223 -2.0381 0.020 0.102 0.920
H 2.6159 1.4290 -0.8301 -1.670 -3.171 2.420
H 0.4130 2.5516 -0.5770 0.391 -1.095 -0.126
H 0.6907 2.1039 1.1019 0.022 -0.502 -1.356
H -1.4955 1.3775 0.6261 -1.180 1.621 -0.714
H -0.5415 0.6557 -2.0460 -0.857 0.389 -0.008
N -0.7161 -1.5569 0.1156 1.656 -5.578 7.058
O 1.5091 -0.3860 0.6519 4.144 6.244 -4.922
```
Positions in Å, forces in eV/Å.

Calculated values
**Spin multiplicity**: 1
**Total energy**: -9899.4475 eV
**HOMO level**: -0.2651 Ha
**Gap between HOMO and LUMO**: 7.59 eV
**Max |F|**: 9.15 eV Å⁻¹
**Energy relative to the best compared isomer or geometry (same formula, charge and spin)**: 594.0 kJ/mol
**Charge**: 0